Run one
# C4H12N2S

C4H12N2S in the gas phase (ωB97M-V/def2-TZVPD, the OMol25 dataset).

Geometry as XYZ:
```
19
Properties=species:S:1:pos:R:3:lowdin_charge:R:1
N 0.8017 1.0368 2.1584 -0.01
C 0.7360 -0.4376 2.2023 -0.27
C -0.1306 -1.0068 1.1176 -0.23
N 0.4088 -0.6258 -0.2280 -0.06
C -0.6173 -0.2841 -1.1848 -0.33
C -0.2212 0.8520 -2.1158 -0.56
S -1.5670 1.6321 -3.1170 0.67
H 0.3186 1.4920 2.9158 0.05
H 1.7394 1.4064 2.1929 0.05
H 1.7544 -0.7533 1.9735 0.11
H 0.4809 -0.7234 3.2218 0.10
H -0.1604 -2.1062 1.1930 0.11
H -1.1999 -0.7929 1.1594 0.11
H 0.8951 -1.4661 -0.5098 0.10
H -0.9541 -1.1261 -1.8055 0.11
H -1.5328 0.0813 -0.7073 0.10
H 0.5110 0.5123 -2.8554 0.06
H 0.2948 1.6806 -1.6333 0.06
H -1.5574 0.6286 -3.9778 -0.17
```

Gap between HOMO and LUMO ... 9.89 eV
Charge ... 0
SMILES ... NCCNCCS
E_HOMO ... -8.85 eV

Run two
# C4H12N2S

C4H12N2S in the gas phase (ωB97M-V/def2-TZVPD, the OMol25 dataset).

Geometry as XYZ:
```
19
Properties=species:S:1:pos:R:3:lowdin_charge:R:1
N 1.8574 -2.0751 0.4494 0.00
C 1.2834 -0.8306 0.9078 -0.27
C 0.8878 0.0433 -0.2808 -0.45
N 2.0593 0.5300 -1.0314 0.03
C 0.0814 1.2677 0.1461 -0.25
C -1.3139 0.9648 0.6942 -0.56
S -2.3870 0.0545 -0.4469 0.71
H 1.3247 -2.4909 -0.2979 0.07
H 2.0593 -2.7477 1.1682 0.06
H 0.4574 -0.9507 1.6205 0.10
H 2.0347 -0.2598 1.4629 0.12
H 0.2913 -0.5235 -0.9968 0.11
H 2.6985 -0.2541 -1.1348 0.06
H 2.5583 1.1862 -0.4373 0.07
H -0.0134 1.9237 -0.7212 0.11
H 0.6534 1.7682 0.9365 0.12
H -1.7858 1.8807 1.0260 0.07
H -1.2386 0.3317 1.5730 0.05
H -2.9201 1.1076 -1.0801 -0.15
```

Gap between HOMO and LUMO ... 10.01 eV
Charge ... 0
SMILES ... NC[C@H](N)CCS
E_HOMO ... -9.08 eV

Run three
# C4H12N2S

2 unconnected molecules or ions with the total composition C4H12N2S (ωB97M-V/def2-TZVPD, the OMol25 dataset).

Geometry as XYZ:
```
19
Properties=species:S:1:pos:R:3:lowdin_charge:R:1
C 2.8516 0.0520 -2.3677 -0.23
C 1.3724 0.4034 -2.5081 -0.72
S 0.5130 -0.2865 -1.0635 0.47
H 3.0114 -1.0310 -2.4565 0.06
H 3.1043 0.2400 -1.3215 0.04
H 3.5152 0.5217 -3.0938 0.06
H 0.9605 -0.0282 -3.4243 0.04
H 1.1810 1.4755 -2.5245 0.04
C -1.3306 -1.5954 1.5513 -0.12
N -0.8010 -0.2304 1.7254 -0.05
C -1.7865 0.6452 2.2501 -0.35
N -1.7530 2.0068 2.0028 0.19
H -1.3937 -2.0926 2.5230 0.08
H -0.6561 -2.1184 0.8756 0.06
H -2.3400 -1.6098 1.1230 0.08
H -0.4498 0.1185 0.8306 -0.09
H -1.9777 0.4475 3.3043 0.15
H -1.4070 2.2979 1.0831 0.08
H -2.6141 0.7838 1.4907 0.21
```

Gap between HOMO and LUMO ... 3.64 eV
Charge ... 0
E_HOMO ... -6.96 eV

Relative calculated energies, zero for the most stable structure, unit kcal/mol: run one 18.9; run two 0.0; run three 143.2.

Run one
# C4H12N2S

2 unconnected molecules or ions with the total composition C4H12N2S (ωB97M-V/def2-TZVPD, the OMol25 dataset).

Geometry as XYZ:
```
19
Properties=species:S:1:pos:R:3:lowdin_charge:R:1
N 1.4416 1.6119 -2.9110 0.00
C 0.1613 1.3931 -2.3596 -0.23
C -0.2363 0.6216 -1.3383 -0.18
N -1.4971 0.8331 -0.6466 -0.05
H 1.9220 2.4361 -2.3938 0.13
H 2.0582 0.8469 -2.7239 0.06
H -0.6523 2.0507 -2.7235 0.11
H 0.3827 -0.2255 -0.9666 0.10
H -2.1766 0.0490 -0.7024 0.12
H -1.9537 1.6817 -0.9847 0.11
C 0.4254 -2.0648 2.6631 -0.21
C 0.0016 -1.1600 1.5486 -0.69
S -0.6765 0.4563 2.0849 0.56
H -0.3931 -2.2426 3.3746 0.07
H 1.2503 -1.6338 3.2451 0.07
H 0.7480 -3.0596 2.2992 0.08
H -0.7028 -1.6362 0.8716 0.05
H 0.9123 -0.9214 0.9408 0.05
H -1.0149 0.9634 0.7224 -0.14
```

Gap between HOMO and LUMO ... 8.59 eV
Charge ... 0
SMILES ... N/C=C/N.CCS
E_HOMO ... -7.86 eV

Run two
# C4H12N2S

A molecular structure, C4H12N2S (ωB97M-V/def2-TZVPD, the OMol25 dataset).

Geometry as XYZ:
```
19
Properties=species:S:1:pos:R:3:lowdin_charge:R:1
C -0.5532 1.2223 2.2963 -0.06
N 0.6903 1.5595 -1.1436 0.05
C 0.6134 1.4954 0.1545 -0.24
N -0.3635 0.9606 0.8622 -0.03
H -1.2565 2.0598 2.4997 0.09
H 0.3669 1.5246 2.8147 0.08
H -0.8907 0.3334 2.8319 0.08
H -0.0919 0.8095 -1.6990 -0.10
H 1.3399 2.2175 -1.5694 0.11
H 1.4417 2.0153 0.6565 0.14
H -1.1356 0.5624 0.3287 0.06
C 0.0429 -2.1978 -0.2833 -0.21
C 0.0394 -1.6119 -1.6914 -0.64
S -1.3235 -0.3374 -1.9313 0.42
H -0.9597 -2.5431 0.0123 0.06
H 0.4582 -1.4867 0.4630 0.05
H 0.7421 -3.0559 -0.2156 0.06
H -0.1280 -2.3731 -2.4449 0.04
H 0.9679 -1.1544 -1.9415 0.03
```

Gap between HOMO and LUMO ... 7.82 eV
Charge ... 0
E_HOMO ... -7.30 eV

Run three
# C4H12N2S

2 unconnected molecules or ions with the total composition C4H12N2S (ωB97M-V/def2-TZVPD, the OMol25 dataset).

Geometry as XYZ:
```
19
Properties=species:S:1:pos:R:3:lowdin_charge:R:1
C -0.9678 1.1547 1.9302 -0.18
C -1.3874 1.2186 0.6674 -0.09
N -0.5686 0.6131 -0.3894 0.15
N -1.6569 1.6254 3.0132 0.08
H 0.0074 0.7350 2.1441 0.13
H -2.3710 1.5304 0.3827 0.12
H -0.1443 1.2476 -1.0609 0.16
H 0.1918 0.0356 -0.0198 0.11
H -1.1095 -0.0589 -0.9420 0.15
H -2.6570 1.6199 2.9653 0.10
H -1.2940 1.3917 3.9167 0.10
C 2.2235 -1.0640 -1.5099 -0.23
C 0.7829 -1.5819 -1.5558 -0.95
S 0.5812 -3.1739 -2.3562 0.18
H 2.5924 -0.9601 -2.5274 0.06
H 2.8760 -1.7671 -0.9966 0.06
H 2.3163 -0.0773 -1.0183 0.04
H 0.1978 -0.8352 -2.1194 0.01
H 0.3871 -1.6533 -0.5239 0.01
```

Gap between HOMO and LUMO ... 5.20 eV
Charge ... 0
E_HOMO ... -5.49 eV

Run four
# C4H12N2S

C4H12N2S in the gas phase (ωB97M-V/def2-TZVPD, the OMol25 dataset).

Geometry as XYZ:
```
19
Properties=species:S:1:pos:R:3:lowdin_charge:R:1
N -2.8150 -1.8143 -1.1721 -0.01
C -1.7744 -0.9862 -1.7809 -0.27
C -1.5648 0.3331 -0.9761 -0.22
N -0.6167 0.3252 0.1294 -0.09
C 0.5991 -0.4532 -0.0120 -0.34
C 1.5669 -0.2129 1.1274 -0.54
S 2.1384 1.5357 1.3533 0.67
H -3.4665 -2.1542 -1.8574 0.06
H -2.4714 -2.5287 -0.5544 0.06
H -2.0822 -0.6825 -2.7788 0.11
H -0.8348 -1.5414 -1.7852 0.08
H -1.4237 1.2343 -1.5737 0.10
H -2.5687 0.3953 -0.5439 0.10
H -1.0625 0.1122 1.0077 0.10
H 0.3770 -1.5220 -0.1182 0.10
H 1.1335 -0.1278 -0.9152 0.12
H 2.4980 -0.7452 0.9577 0.06
H 1.1466 -0.5367 2.0793 0.06
H 3.1511 1.3345 0.5051 -0.16
```

Gap between HOMO and LUMO ... 9.33 eV
Charge ... 0
SMILES ... NCCNCCS
E_HOMO ... -8.43 eV

Relative calculated energies, zero for the most stable structure, unit kcal/mol: run one 22.5; run two 5.0; run three 60.1; run four 0.0.

Run one
# C4H12N2S

2 unconnected molecules or ions with the total composition C4H12N2S (ωB97M-V/def2-TZVPD, the OMol25 dataset).

Geometry as XYZ:
```
19
Properties=species:S:1:pos:R:3:lowdin_charge:R:1
N -1.6906 1.2307 1.5831 0.03
C -0.7578 1.5993 0.5578 -0.24
C -0.9943 1.6465 -0.7789 -0.23
N -0.3104 2.5566 -1.6238 0.01
H -1.6040 1.8577 2.3665 0.08
H -2.5265 1.3499 1.1293 0.03
H 0.1988 2.0130 0.8705 0.10
H -1.8541 1.0878 -1.2505 0.12
H 0.5633 2.8710 -1.2340 0.07
H -0.0901 2.1799 -2.5471 0.07
C 1.7248 -2.1212 -0.5185 -0.20
C 0.3992 -2.4213 0.1775 -0.62
S 0.4419 -1.7667 1.8775 0.68
H 2.5755 -2.5911 0.0238 0.07
H 1.8210 -1.0341 -0.6149 0.06
H 1.7693 -2.4958 -1.5643 0.07
H 0.2016 -3.5058 0.2428 0.07
H -0.4479 -1.9731 -0.3454 0.05
H 0.5805 -0.4833 1.6486 -0.20
```

Gap between HOMO and LUMO ... 8.50 eV
Charge ... 0
SMILES ... N/C=C/N.CCS
E_HOMO ... -7.53 eV

Run two
# C4H12N2S

C4H12N2S in the gas phase (ωB97M-V/def2-TZVPD, the OMol25 dataset).

Geometry as XYZ:
```
19
Properties=species:S:1:pos:R:3:lowdin_charge:R:1
C 0.7801 -0.5459 -2.6020 -0.10
N 0.5721 -0.5822 -1.1498 -0.14
C -0.5959 0.0386 -0.5282 -0.22
C -0.2431 0.7436 0.7906 -0.43
N 1.0872 1.3947 0.7257 0.03
C -0.1810 -0.0483 2.1416 -0.47
S -1.6985 -1.1136 2.4495 0.65
H 1.8406 -0.6593 -2.7705 0.07
H 0.1351 -1.3080 -3.0695 0.08
H 0.3530 0.4065 -2.9229 0.08
H 0.5918 -1.4880 -0.7016 0.11
H -1.4119 -0.6537 -0.2835 0.07
H -1.0570 0.7936 -1.1800 0.12
H -1.0039 1.5173 0.8987 0.12
H 1.3203 1.7211 1.6436 0.06
H 1.7369 0.9182 0.1395 0.05
H -0.5626 0.6552 2.8662 0.03
H 0.7240 -0.6214 2.2845 0.07
H -2.3872 -1.1684 1.2683 -0.17
```

Gap between HOMO and LUMO ... 9.56 eV
Charge ... 0
SMILES ... CNC[C@H](N)CS
E_HOMO ... -8.67 eV

Run three
# C4H12N2S

2 unconnected molecules or ions with the total composition C4H12N2S (ωB97M-V/def2-TZVPD, the OMol25 dataset).

Geometry as XYZ:
```
19
Properties=species:S:1:pos:R:3:lowdin_charge:R:1
C -0.3609 -1.2842 -0.5361 -0.15
C -1.3437 0.0156 1.4264 -0.09
C -0.8005 1.2391 -0.7842 -0.17
C -0.4728 0.1395 0.1516 -0.68
N 1.6166 1.9224 -0.2032 -0.42
N 2.4037 -1.2086 -0.0491 -0.15
S 1.2991 0.7929 0.7960 0.91
H -1.4255 -1.7351 -0.6077 0.10
H -0.0040 -1.4082 -1.6242 0.10
H 0.1496 -1.9490 0.2476 0.07
H -1.9641 0.8297 1.3592 0.04
H -0.6805 -0.0496 2.3312 0.08
H -1.9962 -0.8256 1.5540 0.07
H -0.7021 2.2622 -0.2798 0.10
H -0.0784 1.0739 -1.6507 0.10
H -1.7468 1.1797 -1.2531 0.07
H 2.6678 2.0937 -0.2660 0.04
H 1.6358 -1.0543 -0.9369 0.01
H 1.8028 -2.0341 0.3250 -0.03
```

Gap between HOMO and LUMO (alpha / beta) ... 7.94 / 8.54 eV
Charge ... 0
E_HOMO (alpha / beta) ... -7.97 / -8.62 eV

Relative calculated energies, zero for the most stable structure, unit kcal/mol: run one 0.0; run two 3.1; run three 92.4.

Run one
# C4H12N2S

2 unconnected molecules or ions with the total composition C4H12N2S (ωB97M-V/def2-TZVPD, the OMol25 dataset).

Geometry as XYZ:
```
19
Properties=species:S:1:pos:R:3:lowdin_charge:R:1
N -2.1566 0.4541 -0.7788 0.03
C -2.0570 1.6803 -0.0862 -0.22
C -0.9457 2.0974 0.5427 -0.22
N 0.0179 1.1747 1.0321 0.00
H -2.8870 0.5253 -1.4716 0.07
H -1.3247 0.1495 -1.2681 0.04
H -2.8989 2.3618 -0.1550 0.09
H -0.7336 3.1482 0.6839 0.09
H -0.4552 0.3248 1.3126 0.07
H 0.5226 1.4858 1.8477 0.08
C 1.9639 -2.0427 0.4967 -0.17
C 0.9743 -1.5672 -0.5714 -0.66
S 1.4959 -0.2259 -1.6400 0.71
H 2.0377 -1.3685 1.3512 0.06
H 2.9767 -2.0822 0.0826 0.06
H 1.5960 -3.0132 0.8312 0.07
H 0.0172 -1.3975 -0.0825 0.04
H 0.8456 -2.4357 -1.2324 0.06
H 1.0109 0.7311 -0.8947 -0.21
```

Gap between HOMO and LUMO ... 8.31 eV
Charge ... 0
SMILES ... N/C=C\N.CCS
E_HOMO ... -7.41 eV

Run two
# C4H12N2S

C4H12N2S in the gas phase (ωB97M-V/def2-TZVPD, the OMol25 dataset).

Geometry as XYZ:
```
19
Properties=species:S:1:pos:R:3:lowdin_charge:R:1
C -1.8958 1.1305 1.1774 -0.12
N -1.4267 0.5447 -0.0628 -0.11
C -0.0372 0.0955 -0.0330 -0.45
C 0.0854 -1.3997 -0.4097 -0.25
N 1.1316 -2.2028 0.1951 0.00
C 0.7806 1.0037 -0.9271 -0.47
S 2.5633 1.0503 -0.3853 0.68
H -1.8533 0.4212 2.0023 0.08
H -2.9000 1.5057 1.0512 0.07
H -1.2455 1.9709 1.4046 0.08
H -2.0405 -0.1975 -0.3657 0.10
H 0.3773 0.1953 0.9783 0.12
H -0.8694 -1.8643 -0.1906 0.11
H 0.1427 -1.4577 -1.4973 0.11
H 0.7959 -2.5238 1.0991 0.07
H 2.0099 -1.7183 0.3536 0.04
H 0.4042 2.0182 -0.8642 0.06
H 0.8707 0.7210 -1.9688 0.06
H 3.1068 0.7070 -1.5572 -0.16
```

Gap between HOMO and LUMO ... 9.59 eV
Charge ... 0
SMILES ... CN[C@@H](CN)CS
E_HOMO ... -8.66 eV

Relative calculated energies, zero for the most stable structure, unit kcal/mol: run one 10.0; run two 0.0.

Run one
# C3H3N2O2S

A gas-phase ion, C3H3N2O2S (charge -1) (ωB97M-V/def2-TZVPD, the OMol25 dataset).

Geometry as XYZ:
```
11
Properties=species:S:1:pos:R:3:lowdin_charge:R:1
O 0.8056 -0.8943 -2.3165 -0.02
C 0.3624 -0.4593 -1.2384 -0.53
N 1.1048 -0.4801 0.0482 0.09
C 0.4821 0.0348 1.0015 -0.84
S 0.8375 0.0083 2.6399 0.50
C -0.8045 0.7378 0.5414 -0.63
O -1.0319 1.9366 0.7140 -0.12
N -0.8178 0.0293 -0.9384 0.15
H 2.0002 -1.0712 0.1273 0.18
H -1.4395 0.0677 1.0834 0.09
H -1.4988 0.0904 -1.6623 0.12
```

Gap between HOMO and LUMO ... 7.53 eV
Charge ... -1
SMILES ... O=C1NC(=S)[C@@H]([O-])N1
E_HOMO ... -3.87 eV

Run two
# C3H3N2O2S

A gas-phase ion, C3H3N2O2S (charge -1) (ωB97M-V/def2-TZVPD, the OMol25 dataset).

Geometry as XYZ:
```
11
Properties=species:S:1:pos:R:3:lowdin_charge:R:1
C -0.2585 1.4467 0.1893 -0.41
C 1.1277 -0.7087 -0.5604 -0.54
C -1.6754 -0.4954 0.0716 -0.84
N -1.5700 0.8572 0.1204 -0.02
N 2.3366 -0.8810 -0.1210 -0.09
O -0.2913 2.6749 -0.0271 -0.19
O -2.7464 -1.0849 -0.0198 -0.09
S -0.2004 -1.5152 0.2671 0.82
H -2.5014 1.5129 0.0710 0.19
H 2.7683 -1.4382 0.6677 0.11
H 3.0107 -0.3684 -0.6588 0.07
```

Gap between HOMO and LUMO ... 5.49 eV
Charge ... -1
E_HOMO ... -2.19 eV

Run three
# C3H3N2O2S

A gas-phase ion, C3H3N2O2S (charge -1) (ωB97M-V/def2-TZVPD, the OMol25 dataset).

Geometry as XYZ:
```
11
Properties=species:S:1:pos:R:3:lowdin_charge:R:1
C 0.8152 0.6114 0.2403 -0.73
C -1.4996 0.6637 -0.2706 -0.74
C 1.6326 -0.1742 -0.6107 0.07
N -0.3188 1.1439 -0.3405 0.16
N -1.4851 -0.5612 0.5970 -0.39
O 1.1508 0.9334 1.3906 -0.04
O -2.5891 1.0738 -0.5893 -0.01
S -0.9870 -2.0365 -0.0620 0.56
H 1.4547 -0.6400 -1.5894 0.02
H 2.5795 -0.5458 -0.0978 0.06
H -0.7531 -0.4686 1.3323 0.03
```

Gap between HOMO and LUMO (alpha / beta) ... 5.68 / 5.68 eV
Charge ... -1
E_HOMO (alpha / beta) ... -4.15 / -4.15 eV

Relative calculated energies, zero for the most stable structure, unit kcal/mol: run one 0.0; run two 68.5; run three 65.1.